No. 1
Entry from the OMol25 dataset: a structure of composition C41H59ClF2N5O10PSi2 (the ωB97M-V functional and the def2-TZVPD basis).

Geometry as ORCA input:
```
! wB97M-V def2-TZVPD RIJCOSX def2/J DEFGRID3
* xyz 0 1
C 2.327 -3.943 0.159
C 1.125 -3.285 0.822
C 0.395 -2.192 0.006
C 0.396 -2.392 -1.522
C -0.696 -1.579 -2.211
C -0.490 -0.044 -2.166
C 0.009 0.528 -3.497
C -0.253 2.031 -3.604
C 0.694 2.954 -2.823
C 2.191 2.824 -3.165
C 2.913 4.049 -2.528
Si 4.347 3.649 -1.376
O 4.988 2.108 -1.569
Si 4.447 0.842 -0.635
F 2.881 0.929 -0.280
C 5.472 0.558 0.908
C 4.625 -0.309 1.883
C 3.597 0.482 2.672
F 4.028 0.611 3.998
C 4.649 -0.682 -1.716
C 4.472 -0.425 -3.217
C 5.410 -1.286 -4.067
Cl 4.767 -2.919 -4.362
P 3.745 4.156 0.732
N 5.171 4.125 1.691
O 3.356 5.790 0.570
H 2.119 -4.364 -0.821
H 2.613 -4.786 0.787
H 3.199 -3.304 0.110
H 1.487 -2.808 1.732
H 0.403 -4.041 1.122
H -0.651 -2.150 0.305
H 0.854 -1.221 0.186
H 1.363 -2.038 -1.883
H 0.345 -3.444 -1.792
H -1.636 -1.849 -1.732
H -0.743 -1.863 -3.260
H 0.195 0.233 -1.366
H -1.467 0.381 -1.948
H -0.606 0.055 -4.264
H 1.031 0.232 -3.719
H -1.243 2.179 -3.170
H -0.354 2.332 -4.643
H 0.438 3.971 -3.120
H 0.519 2.798 -1.760
H 2.300 2.778 -4.244
H 2.527 1.862 -2.780
H 3.316 4.657 -3.332
H 2.171 4.616 -1.969
H 5.460 4.582 -1.715
H 5.816 1.489 1.357
H 6.359 -0.020 0.661
H 5.280 -0.805 2.591
H 4.104 -1.055 1.283
H 3.453 1.498 2.303
H 2.620 0.004 2.663
H 3.834 -1.330 -1.417
H 5.565 -1.223 -1.491
H 4.656 0.605 -3.518
H 3.469 -0.670 -3.555
H 5.529 -0.795 -5.026
H 6.392 -1.303 -3.604
H 4.910 3.949 2.654
H 5.691 4.997 1.674
H 3.835 6.126 -0.203
C 0.569 -2.354 7.957
C 1.796 -1.845 7.553
C 2.377 -2.283 6.374
C 1.712 -3.227 5.612
C 0.492 -3.748 6.002
C -0.080 -3.307 7.183
N 2.311 -3.679 4.349
O 3.393 -3.216 4.038
O 1.688 -4.480 3.679
H 0.115 -2.005 8.875
H 2.301 -1.103 8.157
H 3.331 -1.887 6.059
H -0.013 -4.488 5.398
H -1.036 -3.704 7.498
C -2.487 -8.157 3.683
C -2.927 -6.867 3.946
C -3.078 -6.439 5.254
C -2.781 -7.313 6.285
C -2.348 -8.604 6.040
C -2.202 -9.025 4.728
N -2.916 -6.854 7.675
O -3.315 -5.717 7.857
O -2.615 -7.630 8.560
H -2.364 -8.487 2.660
H -3.149 -6.193 3.130
H -3.421 -5.436 5.460
H -2.124 -9.277 6.854
H -1.862 -10.030 4.522
C -4.924 5.953 -6.421
C -4.995 5.049 -5.368
C -4.229 3.895 -5.403
C -3.401 3.669 -6.487
C -3.324 4.559 -7.545
C -4.093 5.708 -7.508
N -2.571 2.457 -6.509
O -2.673 1.685 -5.575
O -1.822 2.298 -7.457
H -5.520 6.857 -6.394
H -5.642 5.250 -4.537
H -4.280 3.190 -4.590
H -2.675 4.366 -8.386
H -4.044 6.415 -8.325
C -7.634 4.519 1.539
C -6.483 5.186 1.143
C -5.956 4.970 -0.119
C -6.596 4.088 -0.970
C -7.741 3.410 -0.589
C -8.260 3.630 0.676
N -6.054 3.873 -2.317
O -5.034 4.468 -2.623
O -6.652 3.117 -3.059
H -8.046 4.694 2.525
H -5.996 5.876 1.818
H -5.060 5.487 -0.428
H -8.228 2.721 -1.263
H -9.155 3.110 0.987
*
```

Properties
**Largest force on an atom**: 2.37 eV/A
**Total energy**: -4203.97663 Eh

***

No. 2
Entry from the OMol25 dataset: a cluster of 8 separate species, C41H60BBrN9 in total (the ωB97M-V functional and the def2-TZVPD basis).

Geometry as ORCA input:
```
! wB97M-V def2-TZVPD RIJCOSX def2/J DEFGRID3
* xyz -1 1
C -2.686 -3.604 1.772
C -3.919 -3.684 0.842
C -5.209 -4.002 1.610
Br -6.245 -5.302 0.483
B -6.115 -2.717 2.183
C -7.699 -2.685 1.724
C -7.987 -2.245 0.307
N -9.441 -1.877 0.138
C -5.458 -1.234 1.879
C -4.322 -0.821 2.823
C -3.505 0.404 2.343
C -2.017 0.140 2.180
N -1.630 -0.366 0.866
C -2.375 -0.478 -0.284
C -1.594 -1.027 -1.279
C -0.314 -1.275 -0.718
C -0.388 -0.851 0.599
H -2.037 -4.460 1.610
H -2.123 -2.688 1.626
H -3.009 -3.660 2.810
H -3.725 -4.503 0.152
H -4.001 -2.795 0.225
H -4.917 -4.621 2.450
H -6.129 -2.833 3.417
H -8.221 -3.622 1.912
H -8.186 -1.952 2.378
H -7.380 -1.382 0.025
H -7.812 -3.048 -0.402
H -9.631 -1.767 -0.855
H -9.567 -0.945 0.520
H -5.159 -1.081 0.837
H -6.265 -0.510 2.037
H -4.796 -0.531 3.758
H -3.672 -1.661 3.063
H -3.925 0.770 1.412
H -3.606 1.223 3.052
H -1.750 -0.636 2.897
H -1.415 1.012 2.431
H -3.407 -0.192 -0.316
H -1.917 -1.247 -2.279
H 0.524 -1.718 -1.219
H 0.440 -0.899 1.284
N 0.516 -2.538 3.613
C -0.019 -3.471 4.455
C 0.970 -4.364 4.776
C 2.148 -3.953 4.095
C 1.834 -2.823 3.389
H 0.014 -1.769 3.210
H -1.055 -3.423 4.747
H 0.859 -5.220 5.420
H 3.113 -4.433 4.119
H 2.433 -2.198 2.746
N 0.346 2.659 1.164
C 0.431 3.910 0.620
C 1.179 4.692 1.457
C 1.566 3.878 2.556
C 1.039 2.632 2.343
H -0.142 1.867 0.778
H -0.049 4.136 -0.314
H 1.422 5.729 1.300
H 2.163 4.173 3.402
H 1.099 1.731 2.929
N 3.506 -5.018 0.917
C 4.060 -6.230 0.617
C 5.421 -6.108 0.730
C 5.696 -4.767 1.116
C 4.491 -4.124 1.221
H 2.522 -4.814 0.922
H 3.444 -7.071 0.352
H 6.139 -6.892 0.551
H 6.663 -4.328 1.296
H 4.252 -3.110 1.490
N -0.356 4.555 -2.931
C -1.066 5.675 -2.593
C -1.043 6.522 -3.668
C -0.292 5.888 -4.695
C 0.116 4.676 -4.206
H -0.203 3.762 -2.335
H -1.525 5.772 -1.624
H -1.515 7.488 -3.716
H -0.082 6.277 -5.678
H 0.699 3.890 -4.656
N 3.425 5.434 -5.506
C 3.999 4.222 -5.777
C 5.353 4.355 -5.625
C 5.605 5.702 -5.246
C 4.395 6.340 -5.181
H 2.440 5.626 -5.534
H 3.398 3.372 -6.051
H 6.082 3.575 -5.766
H 6.563 6.149 -5.042
H 4.142 7.355 -4.929
N 8.203 -8.681 1.433
C 9.529 -8.750 1.106
C 9.714 -9.867 0.335
C 8.446 -10.495 0.191
C 7.536 -9.739 0.879
H 7.781 -7.964 1.994
H 10.224 -8.002 1.446
H 10.651 -10.196 -0.081
H 8.229 -11.397 -0.356
H 6.476 -9.861 1.021
N -1.597 10.613 -3.806
C -1.520 11.864 -4.355
C -0.768 12.643 -3.518
C -0.375 11.828 -2.421
C -0.901 10.582 -2.629
H -2.090 9.837 -4.207
H -2.004 12.091 -5.289
H -0.525 13.680 -3.673
H 0.225 12.124 -1.577
H -0.838 9.680 -2.044
*
```

Properties
**Largest force on an atom**: 1.50 eV/A
**Total energy**: -4689.92442 Eh

***

No. 3
Entry from the OMol25 dataset: a structure of composition C41H60IN15O2P2 (the ωB97M-V functional and the def2-TZVPD basis).

Geometry as ORCA input:
```
! wB97M-V def2-TZVPD RIJCOSX def2/J DEFGRID3
* xyz 0 1
C 3.938 -3.293 2.203
C 4.444 -4.290 1.096
P 3.317 -4.431 -0.400
C 4.379 -5.301 -1.715
C 2.983 -2.765 -1.172
C 1.900 -2.599 -1.983
I 0.584 -4.281 -2.348
C 1.668 -1.179 -2.658
O 0.588 -0.640 -2.787
C 2.987 -0.502 -3.118
C 4.063 -0.664 -2.313
P 5.781 -0.024 -2.604
C 6.854 -1.557 -2.335
C 5.863 0.225 -4.474
C 3.872 -1.505 -1.008
O 4.370 -1.137 0.024
H 2.943 -2.839 1.987
H 4.665 -2.444 2.223
H 3.991 -3.744 3.220
H 5.499 -4.082 0.756
H 4.473 -5.307 1.566
H 4.561 -6.364 -1.476
H 3.843 -5.135 -2.676
H 5.320 -4.702 -1.768
H 3.069 0.056 -4.066
H 6.328 -2.427 -2.815
H 6.920 -1.824 -1.255
H 7.840 -1.472 -2.833
H 6.874 0.620 -4.699
H 5.723 -0.782 -4.932
H 5.046 0.934 -4.730
C 7.452 -7.780 -0.368
C 7.235 -6.320 -0.323
N 7.062 -5.185 -0.290
H 7.456 -8.184 0.643
H 6.653 -8.254 -0.938
H 8.407 -7.997 -0.844
C -2.680 -0.336 -1.697
C -2.849 0.851 -0.839
N -2.987 1.776 -0.171
H -3.598 -0.923 -1.693
H -2.459 -0.031 -2.719
H -1.857 -0.946 -1.328
C 0.113 -8.470 -1.248
C 1.556 -8.282 -0.954
N 2.675 -8.144 -0.724
H -0.031 -9.382 -1.824
H -0.446 -8.545 -0.320
H -0.264 -7.623 -1.821
C -2.138 3.391 2.673
C -2.039 4.534 3.607
N -1.979 5.445 4.345
H -3.080 3.443 2.129
H -1.315 3.421 1.959
H -2.098 2.449 3.223
C 2.337 -6.676 -5.530
C 2.072 -8.122 -5.390
N 1.865 -9.247 -5.279
H 1.486 -6.106 -5.159
H 3.224 -6.405 -4.957
H 2.502 -6.427 -6.577
C -2.734 5.116 8.628
C -2.694 5.202 7.151
N -2.653 5.285 5.997
H -1.729 5.207 9.035
H -3.352 5.918 9.027
H -3.155 4.159 8.931
C 0.155 7.484 3.217
C 1.195 8.494 3.505
N 2.004 9.280 3.731
H -0.821 7.962 3.163
H 0.363 6.998 2.266
H 0.139 6.734 4.004
C -5.809 3.757 0.284
C -6.622 4.197 -0.864
N -7.233 4.542 -1.774
H -5.013 3.101 -0.066
H -5.367 4.619 0.782
H -6.431 3.216 0.997
C 0.874 -8.866 2.818
C -0.056 -9.624 1.957
N -0.779 -10.216 1.286
H 1.532 -8.254 2.201
H 0.311 -8.221 3.490
H 1.477 -9.556 3.407
C -4.549 7.540 -0.098
C -3.128 7.746 0.250
N -2.023 7.905 0.520
H -4.660 6.622 -0.674
H -5.145 7.467 0.811
H -4.909 8.378 -0.694
C -1.551 -1.376 -5.823
C -0.832 -2.426 -6.587
N -0.276 -3.238 -7.181
H -1.389 -0.405 -6.287
H -2.618 -1.591 -5.813
H -1.184 -1.347 -4.797
C -4.995 3.474 -4.327
C -4.249 2.389 -5.001
N -3.668 1.546 -5.525
H -4.789 4.427 -4.812
H -6.064 3.274 -4.377
H -4.693 3.534 -3.282
C -0.469 0.122 3.891
C -0.735 -1.324 4.032
N -0.943 -2.449 4.142
H -1.323 0.692 4.251
H 0.411 0.395 4.473
H -0.292 0.366 2.844
C -8.097 6.600 -5.296
C -6.680 6.771 -4.917
N -5.576 6.907 -4.622
H -8.220 5.672 -5.852
H -8.715 6.563 -4.400
H -8.416 7.435 -5.917
C -1.718 8.711 11.174
C -1.951 7.263 11.350
N -2.133 6.136 11.486
H -2.570 9.271 11.557
H -0.822 9.008 11.717
H -1.587 8.938 10.117
*
```

Properties
**Largest force on an atom**: 7.65 eV/A
**Total energy**: -3550.17522 Eh

***

No. 4
Entry from the OMol25 dataset: a structure of composition C41H61AsN2O5S2Sr (the ωB97M-V functional and the def2-TZVPD basis).

Geometry as ORCA input:
```
! wB97M-V def2-TZVPD RIJCOSX def2/J DEFGRID3
* xyz -2 1
Sr -0.222 -0.327 0.410
C -4.423 -0.960 2.078
C -2.881 -1.009 2.075
O -2.334 -1.268 0.986
C -2.246 -0.829 3.303
C -0.862 -1.053 3.518
C -0.353 -1.119 4.946
N -0.060 -1.243 2.522
N 1.243 -1.529 2.797
C 1.919 -1.940 1.756
O 1.477 -2.171 0.584
C 3.366 -2.091 2.069
C 3.791 -2.409 3.359
C 5.137 -2.461 3.666
C 6.087 -2.203 2.689
C 5.673 -1.877 1.407
C 4.328 -1.822 1.098
H -4.779 -0.406 1.211
H -4.830 -0.526 2.988
H -4.790 -1.981 1.978
H -2.860 -0.661 4.181
H -0.986 -0.548 5.623
H 0.662 -0.730 4.966
H -0.321 -2.156 5.285
H 3.038 -2.590 4.111
H 5.459 -2.692 4.675
H 7.143 -2.238 2.933
H 6.413 -1.648 0.651
H 3.986 -1.520 0.121
O -0.807 1.485 1.641
S -1.500 1.815 2.872
C -3.205 2.380 2.389
C -3.321 3.486 1.353
C -2.807 3.079 -0.041
C -3.688 2.127 -0.811
S -2.636 0.890 -2.126
O -1.675 0.466 -1.088
C -2.045 2.455 -2.818
C -2.867 3.273 -3.575
C -2.387 4.463 -4.094
C -1.083 4.851 -3.829
C -0.268 4.043 -3.048
C -0.744 2.845 -2.544
C -0.878 3.493 3.281
C -0.874 3.922 4.599
C -0.305 5.142 4.928
C 0.292 5.916 3.942
C 0.317 5.470 2.630
C -0.270 4.260 2.297
H -3.685 2.664 3.329
H -3.646 1.459 2.020
H -2.778 4.371 1.704
H -4.381 3.767 1.278
H -1.840 2.596 0.077
H -2.664 3.994 -0.627
H -4.491 2.638 -1.352
H -4.134 1.377 -0.162
H -3.887 2.967 -3.749
H -3.030 5.085 -4.708
H -0.708 5.792 -4.217
H 0.750 4.350 -2.843
H -0.133 2.193 -1.934
H -1.309 3.292 5.363
H -0.326 5.494 5.952
H 0.748 6.863 4.204
H 0.790 6.066 1.861
H -0.245 3.893 1.283
C 1.444 -7.608 -0.819
C 1.210 -6.368 -1.674
As 1.334 -4.606 -0.595
C 3.147 -4.169 -1.295
C 4.290 -4.825 -0.532
C 0.383 -3.514 -1.928
C -1.112 -3.796 -1.991
H 1.359 -8.524 -1.410
H 0.708 -7.644 -0.017
H 2.433 -7.584 -0.361
H 0.214 -6.441 -2.119
H 1.922 -6.357 -2.505
H 3.219 -3.085 -1.225
H 3.209 -4.444 -2.354
H 4.205 -4.592 0.528
H 5.260 -4.471 -0.890
H 4.264 -5.911 -0.651
H 0.835 -3.671 -2.916
H 0.536 -2.473 -1.628
H -1.313 -4.869 -2.073
H -1.560 -3.294 -2.850
H -1.596 -3.419 -1.092
C 2.530 3.036 -0.391
C 2.054 1.914 0.574
C 3.276 1.434 1.394
O 1.423 0.930 -0.083
H 2.973 3.871 0.152
H 1.676 3.392 -0.958
H 3.262 2.630 -1.087
H 1.384 2.412 1.324
H 4.048 1.053 0.727
H 2.956 0.629 2.051
H 3.683 2.254 1.989
C -1.144 -0.755 -5.987
C -2.196 -0.492 -4.897
C -3.199 0.549 -5.392
C -1.541 -0.076 -3.588
H -1.590 -1.211 -6.873
H -0.370 -1.421 -5.609
H -0.675 0.181 -6.286
H -2.755 -1.424 -4.743
H -2.728 1.521 -5.511
H -4.002 0.642 -4.667
H -3.629 0.254 -6.350
H -1.190 -0.947 -3.040
H -0.688 0.569 -3.784
*
```

Properties
**Energy relative to the best compared isomer or geometry (same formula, charge and spin)**: 59.4 kJ/mol
**Largest force on an atom**: 3.25 eV/A